Entry 1:
{"formula": "C24H52Cl10FN2O3P2S", "method": "ωB97M-V/def2-TZVPD", "species": ["C", "C", "C", "C", "C", "C", "C", "O", "C", "C", "N", "P", "S", "C", "C", "C", "C", "F", "C", "P", "N", "O", "O", "H", "H", "H", "H", "H", "H", "H", "H", "H", "H", "H", "H", "H", "H", "H", "H", "H", "H", "H", "H", "H", "H", "H", "H", "H", "H", "H", "H", "H", "H", "H", "H", "Cl", "C", "C", "Cl", "H", "H", "H", "H", "Cl", "C", "C", "Cl", "H", "H", "H", "H", "Cl", "C", "C", "Cl", "H", "H", "H", "H", "Cl", "C", "C", "Cl", "H", "H", "H", "H", "Cl", "C", "C", "Cl", "H", "H", "H", "H"], "xyz": [[-0.03310, -2.33759, 1.36367], [-0.18678, -0.83478, 1.12481], [-1.42711, -0.50838, 0.27542], [-1.87616, 0.95482, 0.44453], [-1.23069, 1.88217, -0.61668], [-0.09022, 2.74413, -0.03848], [1.27823, 2.55564, -0.73688], [2.30841, 2.95613, 0.12850], [2.84113, 1.90184, 0.94213], [3.86523, 1.08911, 0.16611], [-2.24484, 2.74696, -1.33636], [-1.44446, 3.58753, -2.75179], [-2.65472, 4.59207, -3.84498], [-3.39866, 1.97386, -1.88293], [-4.14265, 1.10135, -0.84640], [-4.34535, -0.30410, -1.44560], [-5.78557, -0.84755, -1.34659], [-6.54562, -0.14792, -0.43293], [-3.41042, 1.16057, 0.52871], [-4.19554, 0.17827, 1.85433], [-5.55185, 0.77116, 2.31013], [-3.09098, 0.11153, 3.04202], [-4.32256, -1.31122, 1.34837], [0.84535, -2.47865, 1.98765], [-0.88890, -2.76225, 1.87945], [0.10056, -2.83409, 0.40564], [0.69222, -0.53167, 0.55546], [-0.24009, -0.32424, 2.08458], [-1.15549, -0.71615, -0.76096], [-2.19711, -1.23235, 0.53127], [-1.49597, 1.28689, 1.40615], [-0.79778, 1.23560, -1.38076], [0.08348, 2.55577, 1.01557], [-0.33998, 3.80540, -0.11796], [1.38130, 1.51192, -1.04980], [1.36909, 3.19526, -1.61521], [3.27527, 2.34099, 1.83548], [2.00263, 1.28434, 1.27312], [3.34448, 0.38544, -0.48585], [4.42237, 1.78132, -0.45544], [4.52163, 0.52392, 0.81918], [-2.52760, 3.50747, -0.70834], [-0.42868, 4.38884, -2.22692], [-0.87563, 2.47193, -3.38269], [-4.09192, 2.71286, -2.27420], [-3.02407, 1.41218, -2.73563], [-5.09294, 1.59793, -0.67724], [-4.10326, -0.29212, -2.50754], [-3.67698, -1.03774, -1.01041], [-5.75314, -1.88930, -1.02068], [-6.26985, -0.84918, -2.32175], [-3.55230, 2.18386, 0.88584], [-5.50995, 1.03398, 3.28912], [-2.74251, 1.00940, 3.15659], [-5.17597, -1.65648, 1.65959], [-5.86685, -7.70826, -4.61516], [-6.41616, -8.50377, -3.11755], [-6.52890, -7.53145, -1.97293], [-4.93315, -6.93616, -1.44023], [-5.71988, -9.30630, -2.89007], [-7.39249, -8.93739, -3.32598], [-6.98703, -8.02149, -1.11578], [-7.13412, -6.67072, -2.24471], [7.26365, 1.91919, -0.26849], [8.34751, 2.19264, 1.12168], [7.89334, 1.43743, 2.34087], [6.36128, 2.07976, 3.00192], [8.38915, 3.26341, 1.30464], [9.33787, 1.84195, 0.83341], [8.64159, 1.52544, 3.12608], [7.74448, 0.38387, 2.11978], [-2.30706, -6.14940, 0.80739], [-0.87881, -7.11579, 1.25322], [-0.36901, -6.81601, 2.63555], [0.37658, -5.19995, 2.77270], [-0.11275, -6.94478, 0.50148], [-1.18717, -8.15851, 1.20526], [0.40732, -7.53517, 2.89023], [-1.16045, -6.88028, 3.37721], [11.39718, 0.76649, 1.33452], [12.35118, -0.70734, 1.01069], [11.73120, -1.54260, -0.07802], [10.18441, -2.26510, 0.43576], [12.43231, -1.26096, 1.94193], [13.34581, -0.38445, 0.70947], [12.39954, -2.36256, -0.33368], [11.54346, -0.95392, -0.97193], [-1.13917, 8.62915, -2.63354], [-2.64513, 8.52302, -1.69161], [-2.42728, 7.84860, -0.36382], [-2.03747, 6.11153, -0.57522], [-3.37948, 7.99266, -2.29242], [-2.99736, 9.53923, -1.52512], [-3.33146, 7.90053, 0.23891], [-1.61058, 8.30076, 0.19110]], "lumo_energy_ev": -2.41, "relative_energy_kcal_mol": 18.6, "e_homo_ha": -0.41854, "charge": 1}



Entry 2:
{"formula": "C24H52F3MgN4O17P2RbS2", "method": "ωB97M-V/def2-TZVPD", "species": ["C", "C", "P", "F", "C", "C", "C", "C", "C", "C", "C", "C", "C", "C", "H", "H", "H", "H", "H", "H", "H", "H", "H", "H", "H", "H", "H", "H", "H", "H", "H", "H", "H", "H", "H", "H", "H", "H", "Rb", "O", "H", "H", "C", "C", "C", "O", "C", "H", "H", "H", "H", "H", "H", "H", "H", "C", "O", "H", "H", "H", "H", "C", "O", "P", "O", "O", "C", "O", "C", "H", "H", "H", "H", "H", "H", "H", "H", "H", "N", "O", "O", "O", "Mg", "N", "S", "O", "O", "F", "S", "O", "O", "F", "N", "C", "C", "C", "C", "H", "H", "H", "H", "H", "N", "O", "O", "O"], "xyz": [[2.99904, -4.24444, 1.38606], [3.02347, -3.81527, 0.27995], [3.12939, -2.69995, -1.09970], [4.28479, -3.73198, -1.72012], [1.78545, -1.57796, -0.43865], [2.02596, -0.87446, 0.90811], [2.64411, 0.52149, 0.75609], [4.16362, 0.49621, 0.44921], [4.35565, 0.92934, -1.01651], [5.82294, 1.20691, -1.39838], [5.83008, 2.29535, -2.47990], [4.78662, 2.02448, -3.61622], [3.51919, 2.96643, -3.48573], [2.23560, 2.11478, -3.46264], [3.15595, -4.67062, 2.33491], [2.36360, -2.98126, -2.25232], [4.08800, -1.67452, -1.17456], [1.60608, -0.78125, -1.17407], [0.87346, -2.17123, -0.39457], [1.04502, -0.73987, 1.37077], [2.61469, -1.43713, 1.62920], [2.46628, 1.08132, 1.67185], [2.09701, 1.02257, -0.04549], [4.67381, 1.24958, 1.04336], [4.58751, -0.49170, 0.59211], [3.93607, 0.17243, -1.67518], [3.81059, 1.86431, -1.11271], [6.37605, 1.50407, -0.51229], [6.34828, 0.33354, -1.78658], [6.85582, 2.38227, -2.84781], [5.57841, 3.26199, -2.05192], [5.21050, 2.23063, -4.67482], [4.44304, 0.92216, -3.64484], [3.57580, 3.45646, -2.51970], [3.47376, 3.71681, -4.26838], [1.85012, 1.94052, -4.46485], [2.40300, 1.16358, -2.96724], [1.43577, 2.60676, -2.91482], [5.32695, 0.95815, -5.49646], [-0.66401, 0.48021, -4.02149], [-0.68603, 1.27178, -3.47377], [-0.39025, -0.21574, -3.41158], [-3.41642, 0.82849, 0.27483], [-3.96740, 0.30373, -1.03975], [-3.18290, 1.12865, -2.04385], [-1.89970, 1.41943, -1.43402], [-1.94739, 1.07564, -0.05293], [-3.55224, 0.12159, 1.10657], [-3.91455, 1.79161, 0.53045], [-3.72333, -0.75262, -1.14380], [-5.04384, 0.41102, -1.14468], [-3.67592, 2.07979, -2.25450], [-3.02907, 0.60056, -2.98224], [-1.35527, 0.16749, 0.09455], [-1.50530, 1.87939, 0.54256], [-0.89556, -3.79904, -2.98557], [-0.79602, -2.36883, -3.02676], [-1.60019, -4.07837, -2.20741], [-1.25385, -4.17170, -3.94705], [0.08086, -4.23485, -2.76084], [-0.17000, -2.15016, -3.72091], [-7.54910, 7.34515, 0.66753], [-6.69267, 7.07791, -0.45335], [-5.89114, 5.72187, -0.46146], [-6.68940, 4.50628, -0.45470], [-4.90116, 5.82575, 0.79032], [-4.09850, 7.00204, 0.95724], [-4.95869, 5.92765, -1.72109], [-3.94426, 4.94996, -1.94848], [-8.53778, 7.59898, 0.29552], [-7.62619, 6.48688, 1.33475], [-7.14566, 8.19386, 1.21841], [-4.41805, 7.51913, 1.86062], [-4.18261, 7.67971, 0.10844], [-3.05860, 6.69962, 1.06912], [-4.24475, 3.97389, -1.56998], [-3.02019, 5.26337, -1.45944], [-3.77225, 4.87897, -3.01912], [-4.28097, -2.87853, 0.30058], [-3.51116, -3.82585, 0.18527], [-5.04855, -2.55298, -0.61481], [-4.27930, -2.20648, 1.37855], [-4.07498, 1.03425, 2.71150], [4.57733, -7.35769, -1.33752], [5.26536, -7.97283, -2.62667], [5.92809, -9.21893, -2.44347], [5.85925, -7.04324, -3.53047], [3.93757, -8.40258, -3.40277], [5.60443, -6.85622, -0.26058], [4.98798, -6.60796, 1.00142], [6.58154, -5.90947, -0.68669], [6.47786, -8.15346, 0.05047], [-2.86226, -1.85464, 7.17307], [-1.80066, -2.70151, 7.04935], [-1.63183, -3.00402, 5.69233], [-2.61739, -2.31414, 5.00462], [-3.37138, -1.60178, 5.95190], [-3.20411, -1.47843, 8.05623], [-1.25126, -3.02273, 7.92088], [-0.87731, -3.64864, 5.27692], [-2.78441, -2.31687, 3.93701], [-4.21926, -0.94765, 5.83501], [-1.71786, -2.03531, 10.39610], [-2.76180, -1.39249, 10.12898], [-1.78704, -3.09582, 11.01308], [-0.62000, -1.60360, 10.00241]], "lumo_energy_ev": -5.87, "e_homo_ha": -0.28868}



Which formula does entry 1 have?
C24H52Cl10FN2O3P2S